32
Properties=species:S:1:pos:R:3:lowdin_charge:R:1 method="wB97M-V/def2-TZVPD" max_force_ev_per_a=1.1 mol_weight_g_mol=175.22 homo_energy_ev=-8.72 e_tot_ev=-17252.71039 homo_lumo_gap_ev=9.1 smiles=CN[C@H](C)CCO.O.O.O.O
O 3.891 2.033 -0.852 -0.088
O 1.304 -1.895 0.966 -0.116
O -0.062 2.965 -1.456 -0.058
O -0.009 -0.720 -2.834 -0.061
O 2.490 -0.326 -0.885 -0.052
N -0.367 0.562 0.728 -0.069
C -0.924 1.483 1.700 -0.147
C -1.275 -0.484 0.193 -0.387
C -1.101 -1.907 0.781 -0.136
C 0.195 -2.594 0.359 -0.189
C -2.730 -0.095 0.240 -0.072
H -0.133 2.138 2.060 0.076
H -2.051 -2.385 0.547 0.113
H 0.438 0.084 1.099 0.070
H -0.929 -0.600 -0.841 0.097
H 1.639 -2.258 1.790 0.105
H -1.404 1.095 2.610 0.078
H -1.051 -1.890 1.874 0.119
H -1.648 2.133 1.214 0.067
H 2.163 -0.581 0.000 0.026
H 0.124 3.899 -1.400 0.027
H -3.322 -0.719 -0.429 0.084
H 3.307 -0.821 -1.003 0.072
H 3.278 1.268 -0.913 -0.020
H 3.392 2.679 -0.343 0.017
H 0.395 -0.146 -2.173 0.004
H 0.370 -2.403 -0.699 0.114
H -0.531 -0.139 -3.395 0.046
H -3.216 -0.188 1.217 0.085
H 0.173 -3.627 0.687 0.118
H 0.483 2.492 -0.818 0.004
H -2.890 0.948 -0.023 0.074

***

35
Properties=species:S:1:pos:R:3:lowdin_charge:R:1 method="wB97M-V/def2-TZVPD" max_force_ev_per_a=5.6 spin_multiplicity=2 mol_weight_g_mol=223.22 total_charge=+1 homo_energy_ev="-13.25 / -13.25" e_tot_ev=-23387.28882 homo_lumo_gap_ev="9.3 / 4.9"
O 0.484 3.352 -0.486 -0.055
O 2.256 1.760 -2.196 0.001
O 2.858 -0.628 -1.145 -0.062
O 0.458 -2.891 1.822 -0.117
O -0.772 -0.527 2.258 0.082
O -4.031 0.671 -0.623 -0.097
O 2.491 -1.129 1.817 -0.055
O -0.144 1.611 2.135 0.096
N -1.930 -1.629 -0.403 0.242
C -1.175 -0.882 -1.318 -0.254
C 0.368 0.312 0.266 -0.116
C -0.206 0.328 1.617 -0.470
C -0.714 0.462 -0.814 -0.097
C -0.956 -1.284 -2.567 0.266
H -0.232 4.011 -0.655 0.094
H -1.280 -2.207 -2.985 0.109
H -0.540 1.693 3.057 0.177
H 1.925 -1.924 1.772 -0.004
H 1.792 2.394 -1.643 0.026
H 0.307 2.955 0.397 0.039
H -0.332 1.027 -1.627 0.094
H -3.490 -0.228 -0.532 0.057
H -1.644 -1.511 0.599 0.126
H 3.657 -0.874 -1.502 0.005
H 2.617 0.307 -1.471 0.026
H 2.850 -1.099 0.943 -0.013
H 1.161 1.120 0.144 0.137
H -0.060 -2.114 2.290 0.072
H 1.807 1.739 -3.004 0.040
H 0.951 -0.683 0.133 0.126
H -2.077 -2.596 -0.634 0.139
H -1.598 1.066 -0.387 0.160
H 0.036 -2.925 0.869 0.083
H -4.559 0.554 -1.434 0.049
H -0.482 -0.672 -3.266 0.096

***

35
Properties=species:S:1:pos:R:3:lowdin_charge:R:1 method="wB97M-V/def2-TZVPD" max_force_ev_per_a=3.7 mol_weight_g_mol=206.24 homo_energy_ev=-9.81 e_tot_ev=-20807.62240 homo_lumo_gap_ev=10.2 smiles="CC[C@H](C)NC(N)=O.O.O.O.O.O"
O -0.834 -0.675 -3.629 -0.058
O 1.606 -1.738 -1.669 -0.064
O -2.303 -2.049 -0.158 -0.068
O 1.404 0.817 -1.176 -0.009
O -0.606 -3.274 -1.727 -0.109
O -2.886 1.207 1.265 -0.046
N -0.644 1.785 -1.601 0.158
N 0.144 1.491 0.565 0.095
C 0.369 1.341 -0.724 -0.573
C 0.199 0.551 2.767 -0.173
C 1.085 -0.414 3.646 -0.112
C 2.266 1.955 1.879 -0.040
C 1.109 0.974 1.570 -0.341
H 1.935 3.021 1.807 0.090
H 0.598 -0.411 4.629 0.070
H 0.026 -0.899 -3.997 0.044
H 1.385 -0.789 -1.526 0.002
H -1.942 -2.950 -0.276 0.028
H -3.591 1.178 0.599 0.057
H 1.606 0.052 1.215 0.142
H -0.815 -1.366 -2.920 0.014
H 2.173 -0.435 3.683 0.069
H -0.203 1.318 3.432 0.117
H -0.277 -3.879 -1.052 0.051
H 2.560 1.649 2.911 0.074
H 2.532 -1.942 -1.691 0.051
H -0.483 -0.171 2.314 0.098
H -0.671 2.010 0.892 0.137
H 0.924 -1.441 3.344 0.059
H -1.580 1.557 -1.259 0.087
H -0.481 1.639 -2.572 0.072
H -2.194 -1.674 -1.017 -0.005
H 0.018 -2.472 -1.709 0.021
H -2.428 0.386 1.296 -0.009
H 3.130 1.911 1.219 0.070

***

35
Properties=species:S:1:pos:R:3:lowdin_charge:R:1 method="wB97M-V/def2-TZVPD" max_force_ev_per_a=2.0 mol_weight_g_mol=206.24 homo_energy_ev=-8.75 e_tot_ev=-20807.41694 homo_lumo_gap_ev=9.2 smiles="CC[C@@H](NC)C(N)=O.O.O.O.O.O"
O -3.643 -1.756 -0.581 -0.080
O -2.260 -0.806 -2.610 -0.065
O 3.150 -1.825 1.561 -0.048
O 0.828 1.291 -4.574 -0.075
O 0.455 0.243 -1.933 0.030
O -3.576 -0.069 1.960 -0.062
N 0.024 -0.838 0.877 -0.068
N 2.492 -0.530 -1.266 0.205
C 0.924 0.197 0.415 -0.291
C 1.322 2.699 0.927 -0.098
C -0.222 -0.936 2.289 -0.117
C 1.222 -0.104 -1.055 -0.455
C 0.340 1.606 0.577 -0.204
H 1.227 2.114 -4.275 0.029
H -4.039 -0.699 2.521 0.038
H 0.927 3.713 1.037 0.073
H -3.287 -0.889 -0.803 0.005
H -0.224 1.946 -0.298 0.112
H 0.706 -1.156 2.834 0.063
H 3.661 -2.027 2.352 0.054
H -1.620 -1.532 -2.624 0.052
H -4.219 -1.929 -1.333 0.038
H 0.632 0.867 -3.723 -0.020
H 2.066 2.891 0.148 0.079
H 1.772 2.507 1.883 0.064
H -0.927 -1.707 2.575 0.088
H 2.928 -0.924 -0.439 0.074
H -1.577 -0.120 -2.699 0.027
H -0.712 -1.127 0.262 0.109
H 2.249 -1.731 1.893 0.002
H 2.686 -1.056 -2.107 0.121
H -4.117 -0.020 1.166 0.017
H -0.505 0.031 2.721 0.075
H -0.496 1.512 1.275 0.104
H 1.813 0.165 1.044 0.123

***

34
Properties=species:S:1:pos:R:3:lowdin_charge:R:1 method="wB97M-V/def2-TZVPD" max_force_ev_per_a=2.9 mol_weight_g_mol=208.30 total_charge=+1 homo_energy_ev=-11.64 e_tot_ev=-28098.31678 homo_lumo_gap_ev=8.8
S 1.336 -1.625 -2.505 0.835
O -1.797 -2.341 1.045 -0.052
O -2.507 0.686 0.971 -0.078
O -0.128 2.422 -2.427 -0.047
O -0.034 -0.620 3.179 -0.048
O -1.699 2.824 -0.302 -0.071
N 0.266 0.677 0.771 0.218
C 2.272 -0.808 0.221 -0.184
C -0.548 -1.387 -2.583 -0.341
C 1.246 -0.628 2.568 -0.200
C 2.035 -0.542 -1.245 -0.560
C 1.004 -0.613 1.085 -0.271
H 0.239 0.954 -0.210 0.107
H -0.905 -2.404 -2.646 0.019
H -2.791 1.236 1.719 0.073
H -0.468 -1.468 3.199 0.084
H -0.996 2.708 -0.976 -0.008
H -2.722 1.321 0.246 0.047
H -0.723 0.630 1.159 0.115
H 0.280 3.282 -2.644 0.089
H 1.682 0.492 -1.469 0.062
H 2.558 -1.865 0.312 0.133
H 3.102 -0.238 0.620 0.122
H -0.730 -0.679 -3.382 0.014
H 1.747 0.285 2.976 0.146
H 1.904 -1.387 3.015 0.143
H 3.049 -0.486 -1.698 0.075
H -1.061 -0.919 -1.743 0.016
H -0.574 2.257 -3.282 0.093
H -1.649 3.732 0.030 0.072
H -2.438 -2.531 0.354 0.049
H 0.634 1.505 1.237 0.168
H -1.940 -3.067 1.669 0.057
H 0.357 -1.402 0.737 0.124

***

34
Properties=species:S:1:pos:R:3:lowdin_charge:R:1 method="wB97M-V/def2-TZVPD" max_force_ev_per_a=4.2 mol_weight_g_mol=192.23 total_charge=-1 homo_energy_ev=-4.67 e_tot_ev=-19317.75373 homo_lumo_gap_ev=7.9
O 1.717 0.587 0.109 -0.367
O 0.797 -1.057 2.974 -0.090
O 1.530 -0.177 -2.492 -0.124
O 4.259 1.775 0.561 -0.110
O 1.058 -1.870 0.167 -0.157
O -2.472 -3.604 1.907 -0.061
N -1.102 1.478 -1.215 -0.052
C -0.706 0.714 0.016 -0.348
C -2.387 1.021 -1.826 -0.305
C -1.721 0.974 1.130 -0.071
C 0.619 1.435 0.408 -0.303
C -2.338 -0.438 -2.220 -0.094
H 1.763 -2.315 -0.316 0.026
H -1.923 -2.963 2.366 0.027
H -1.540 -0.488 -2.966 0.076
H 0.852 0.503 -2.629 0.002
H 0.919 2.296 -0.207 0.101
H -3.247 1.386 -1.273 0.081
H -1.175 2.468 -1.027 0.095
H -2.577 -3.330 0.995 0.024
H 1.138 -1.546 2.201 0.005
H -2.517 1.565 -2.784 0.101
H 0.692 1.797 1.460 0.097
H -3.289 -0.809 -2.587 0.063
H -2.008 -1.079 -1.380 0.068
H 4.088 1.682 -0.397 0.034
H 1.669 -0.072 -1.515 -0.016
H 3.468 1.457 1.017 -0.003
H -1.676 1.863 1.741 0.067
H -2.745 0.805 0.793 0.051
H -0.520 -0.338 -0.205 0.100
H 1.356 -0.864 0.171 -0.021
H 1.295 -0.240 2.829 0.020
H -1.653 0.052 1.780 0.083

***

37
Properties=species:S:1:pos:R:3:lowdin_charge:R:1 method="wB97M-V/def2-TZVPD" max_force_ev_per_a=3.1 mol_weight_g_mol=240.23 total_charge=-1 homo_energy_ev=-5.84 e_tot_ev=-25462.18396 homo_lumo_gap_ev=9.0
O -0.849 0.704 0.854 -0.128
O -2.369 2.886 1.681 -0.091
O 2.964 1.482 1.509 -0.073
O 1.223 -1.091 1.400 -0.082
O -2.721 0.580 -0.403 0.009
O 4.162 0.501 -0.686 -0.094
O -3.403 -1.995 0.286 -0.073
O -1.409 -1.164 3.123 -0.071
O 0.752 3.092 0.702 -0.073
N 0.844 -0.008 -1.062 -0.017
C 0.387 -1.949 -2.430 -0.178
C -0.594 -0.007 -1.442 -0.221
C 1.356 -1.381 -1.382 -0.188
C -1.533 0.361 -0.178 -0.619
C -0.957 -1.353 -2.035 -0.143
H 0.731 -1.649 -3.428 0.100
H -0.766 0.915 -2.001 0.147
H 0.247 3.142 1.532 0.046
H -2.516 -1.717 0.033 -0.019
H -1.807 2.285 1.144 -0.012
H 2.789 2.427 1.417 0.041
H 0.377 -0.747 1.057 0.001
H 1.401 -1.986 -0.489 0.087
H 2.344 -1.249 -1.818 0.101
H 1.314 0.593 -1.732 0.097
H -1.327 -0.714 2.267 -0.013
H -3.146 2.335 1.813 0.021
H 3.518 1.110 -1.060 0.011
H 1.381 -0.611 2.218 0.042
H -1.438 -2.028 -1.338 0.095
H -2.343 -1.156 3.351 0.027
H 0.444 2.195 0.474 0.002
H 2.106 1.067 1.320 0.015
H -1.644 -1.258 -2.876 0.119
H 0.280 -3.026 -2.609 0.103
H 3.885 0.514 0.255 0.006
H -3.682 -1.100 0.536 0.025